The following is a quantum chemistry calculation of C18H34F3MgO15 as an isolated structure in a non-equilibrium geometry, from OMol25.

As for the LUMO energy (spin up / spin down): 0.53 / 0.17 eV. The calculation puts the HOMO energy (spin up / spin down) at -0.1559 / -0.2989 hartree. As for the maximum force: 6.54 eV/Å. As for the expectation value of S²: 0.750. The calculation puts the HOMO-LUMO gap (spin up / spin down) at 4.768 / 8.300 eV.

Geometry as ORCA input:
```
! wB97M-V def2-TZVPD RIJCOSX def2/J DEFGRID3
* xyz 0 2
Mg 5.134 -1.072 9.232
C 6.547 -4.077 12.082
C 5.604 -2.926 11.906
O 5.489 -2.467 10.543
H 7.578 -3.756 11.933
H 6.331 -4.751 11.252
H 6.483 -4.603 13.035
H 5.848 -2.250 12.725
H 4.585 -3.057 12.270
C 9.075 -3.694 8.492
C 10.473 -4.265 8.508
O 10.467 -5.568 9.006
C 11.257 -6.002 9.950
O 12.126 -5.261 10.499
C 10.919 -7.442 10.329
F 11.982 -8.231 9.985
F 10.795 -7.620 11.636
F 9.819 -8.014 9.772
H 8.430 -4.408 7.981
H 9.160 -2.904 7.746
H 8.856 -3.499 9.542
H 11.143 -3.573 9.017
H 10.795 -4.183 7.470
C 8.095 4.232 14.533
O 6.783 3.505 14.466
C 6.717 2.202 14.205
O 7.640 1.430 14.129
O 5.359 1.837 14.090
C 4.960 0.448 14.071
H 8.803 3.709 15.176
H 7.852 5.207 14.954
H 8.522 4.329 13.535
H 4.166 0.449 13.324
H 4.585 0.245 15.073
H 5.667 -0.339 13.807
C 3.918 -2.017 5.275
O 3.672 -3.201 5.967
C 3.867 -3.222 7.182
O 4.172 -2.246 7.901
O 3.852 -4.479 7.626
C 3.967 -4.818 9.005
H 3.280 -1.215 5.643
H 3.762 -1.988 4.196
H 4.890 -1.592 5.525
H 4.973 -4.826 9.425
H 3.569 -5.811 9.213
H 3.456 -4.198 9.741
C 8.108 -0.240 11.273
O 7.642 1.080 11.026
C 6.319 1.301 10.701
O 5.461 0.397 10.630
O 6.087 2.539 10.473
C 7.056 3.404 9.867
H 7.594 -0.725 12.102
H 9.189 -0.308 11.398
H 7.869 -0.840 10.395
H 7.225 4.341 10.397
H 6.601 3.657 8.909
H 8.029 2.914 9.849
C -1.408 -8.764 13.752
O -0.173 -8.105 13.443
C -0.196 -6.816 13.312
O -1.195 -6.116 13.436
O 1.101 -6.486 13.102
C 1.543 -5.119 13.158
H -1.275 -9.838 13.886
H -2.137 -8.637 12.951
H -1.929 -8.448 14.656
H 0.677 -4.574 12.782
H 2.473 -4.726 12.748
H 1.478 -4.939 14.231
*
```



The following is a quantum chemistry calculation of an isolated ion of composition C16H33N6O2 and charge +1 in a non-equilibrium geometry, from OMol25.

As for the LUMO energy: -2.30 eV. The calculation puts the HOMO energy at -0.4407 hartree. As for the maximum force: 1.28 eV/Å. As for the SMILES: CNCn1c(N)nc(OC[C@@H](C)C(C)C)[n+]1CCCCNC(C)=O. The calculation puts the HOMO-LUMO gap at 9.695 eV.

Geometry as ORCA input:
```
! wB97M-V def2-TZVPD RIJCOSX def2/J DEFGRID3
* xyz 1 1
C 0.349 -2.158 4.132
N 1.730 -2.485 3.751
C 1.946 -2.550 2.309
N 1.376 -1.382 1.669
C 1.807 -0.110 1.866
N 2.790 0.254 2.682
N 1.087 0.756 1.140
C 0.190 0.009 0.504
O -0.730 0.496 -0.318
C -1.946 0.973 0.347
C -2.724 1.870 -0.578
C -3.887 2.431 0.252
C -1.848 2.968 -1.222
C -0.928 3.679 -0.229
C -2.744 3.982 -1.956
N 0.331 -1.312 0.773
C -0.335 -2.527 0.290
C -1.060 -2.372 -1.035
C -0.185 -1.887 -2.202
C 1.300 -2.216 -2.089
N 2.063 -1.360 -3.055
C 3.179 -0.739 -2.398
C 3.155 0.759 -2.374
O 4.072 -1.364 -1.870
H 0.216 -1.092 4.280
H 0.142 -2.631 5.085
H -0.395 -2.550 3.439
H 1.934 -3.402 4.126
H 1.563 -3.461 1.858
H 3.016 -2.526 2.123
H 3.343 -0.408 3.188
H 2.958 1.239 2.771
H -2.543 0.104 0.609
H -1.662 1.517 1.243
H -3.112 1.285 -1.407
H -4.822 2.407 -0.288
H -4.036 1.845 1.157
H -3.672 3.438 0.585
H -1.238 2.506 -1.993
H -0.772 4.712 -0.516
H 0.029 3.186 -0.123
H -1.393 3.703 0.755
H -3.603 3.470 -2.378
H -3.088 4.729 -1.251
H -2.202 4.467 -2.758
H -0.976 -2.895 1.085
H 0.441 -3.272 0.144
H -1.926 -1.731 -0.914
H -1.447 -3.357 -1.269
H -0.287 -0.828 -2.387
H -0.549 -2.377 -3.101
H 1.703 -2.000 -1.107
H 1.490 -3.251 -2.346
H 2.392 -1.924 -3.827
H 2.143 1.148 -2.362
H 3.720 1.129 -1.529
H 3.643 1.107 -3.280
*
```



The following is a quantum chemistry calculation of C31H39InN6PS2 as an isolated structure in a non-equilibrium geometry, from OMol25.

As for the LUMO energy: -3.75 eV. The calculation puts the HOMO energy at -0.3527 hartree. As for the maximum force: 4.18 eV/Å. As for the energy above the lowest of the compared OMol25 structures with the same formula, charge and spin: 82.0 kJ/mol. The calculation puts the HOMO-LUMO gap at 5.849 eV.

Geometry as ORCA input:
```
! wB97M-V def2-TZVPD RIJCOSX def2/J DEFGRID3
* xyz 1 1
In 0.835 -0.443 -1.440
C 3.127 -4.034 0.472
C 2.340 -3.253 -0.379
N 1.893 -2.063 0.124
C 2.176 -1.728 1.329
C 2.967 -2.579 2.203
N 3.432 -3.681 1.725
C 1.789 -0.379 1.867
C 1.694 -0.083 3.229
C 1.228 1.191 3.564
C 0.975 2.070 2.553
C 1.138 1.709 1.206
N 1.426 0.502 0.945
C 0.980 2.656 0.058
C 1.066 4.018 0.155
N 0.928 4.813 -0.928
C 0.572 4.246 -2.054
C 0.604 2.865 -2.155
N 0.696 2.056 -1.141
C 1.274 1.704 4.946
C 0.484 2.827 5.280
C 0.663 3.300 6.604
N 1.535 2.810 7.494
C 2.223 1.735 7.138
C 2.131 1.178 5.881
H 3.634 -4.909 0.085
H 2.090 -3.535 -1.409
H 3.212 -2.227 3.189
H 2.087 -0.597 4.122
H 0.682 3.078 2.847
H 1.446 4.478 1.100
H 0.428 4.881 -2.880
H 0.421 2.475 -3.129
H -0.338 3.291 4.659
H 0.136 4.152 6.942
H 2.977 1.413 7.846
H 2.725 0.323 5.610
C 1.375 -3.362 -5.173
C 1.500 -2.244 -4.093
S 0.169 -2.330 -2.933
C 2.470 -1.319 -4.108
C 3.619 -1.276 -5.132
S 2.740 -0.055 -2.875
H 1.821 -3.056 -6.078
H 0.386 -3.648 -5.458
H 1.865 -4.283 -4.883
H 3.524 -0.370 -5.766
H 3.650 -2.221 -5.639
H 4.596 -1.293 -4.596
C -1.421 -2.678 0.621
C -2.504 -1.968 -0.117
C -3.796 -1.909 0.653
P -1.848 -0.414 -0.910
C -2.266 1.103 0.002
C -3.574 1.777 -0.242
C -2.085 0.963 1.496
C -2.625 -0.450 -2.586
C -2.050 0.757 -3.418
C -4.172 -0.446 -2.688
H -1.855 -3.714 0.903
H -1.029 -2.015 1.415
H -0.520 -2.770 -0.001
H -2.610 -2.567 -1.065
H -3.752 -1.028 1.304
H -3.918 -2.786 1.270
H -4.632 -1.852 0.001
H -1.460 1.743 -0.312
H -4.475 1.237 0.148
H -3.726 2.055 -1.290
H -3.566 2.804 0.357
H -2.966 0.640 2.102
H -1.852 1.918 1.957
H -1.386 0.201 1.824
H -2.296 -1.378 -3.095
H -1.992 1.750 -2.894
H -2.346 0.932 -4.375
H -0.983 0.535 -3.669
H -4.625 0.598 -2.644
H -4.775 -1.033 -1.967
H -4.286 -0.809 -3.704
*
```



> What is the maximum force in the first record?

6.54 eV/Å